# 1
Entry from OMol25: a structure of composition C6H8F18HfO22S6 at a distorted geometry (the ωB97M-V functional and the def2-TZVPD basis).

Geometry as XYZ:
```
61
Properties=species:S:1:pos:R:3:forces:R:3:mulliken_charge:R:1
Hf -10.119010 11.223003 -4.241917 2.968 2.397 -0.082 2.7746
C -6.794003 7.415544 -4.369170 -1.123 -0.115 0.557 0.6947
F -7.035536 6.131435 -4.666422 0.003 -0.206 -0.032 -0.2701
F -5.623713 7.459850 -3.744153 0.072 0.255 -0.200 -0.2353
F -6.746799 8.087153 -5.514204 0.293 0.120 0.041 -0.2030
S -8.194080 8.086391 -3.242285 -1.055 0.844 0.961 1.0401
O -9.279490 7.114253 -3.179108 1.099 0.229 -0.368 -0.7361
O -7.551611 8.391989 -1.983940 0.214 -0.721 -0.128 -0.6426
O -8.583230 9.331140 -3.917623 -0.177 -0.324 -1.038 -0.3709
C -10.237785 7.056750 -6.990919 0.080 0.499 0.277 0.6279
F -9.463326 7.408927 -8.032790 -0.182 -0.013 0.338 -0.2413
F -10.997787 6.033002 -7.354222 -0.305 -0.128 -0.382 -0.2209
F -9.487545 6.658342 -5.983328 0.375 0.025 -0.037 -0.1895
S -11.321038 8.457442 -6.419848 -1.675 0.973 -0.067 1.2530
O -12.234749 7.805804 -5.485384 0.482 0.226 -0.069 -0.9879
O -10.424257 9.412692 -5.737540 0.028 -0.634 -0.238 -0.4873
O -11.968206 9.016591 -7.595797 0.912 -0.633 0.483 -0.7384
C -10.300702 14.519982 -7.451526 0.612 0.188 1.784 0.5385
F -9.916329 13.474473 -8.198518 -0.488 -0.346 -0.176 -0.2675
F -10.115322 15.613978 -8.170072 0.071 0.327 -0.244 -0.2262
F -11.601835 14.443311 -7.146031 0.114 -0.329 -0.418 -0.2149
S -9.234615 14.570777 -5.872831 1.768 1.607 2.382 1.4322
O -7.880210 14.594647 -6.362198 -0.229 -0.672 -1.174 -0.7300
O -9.534420 15.791293 -5.135945 -1.099 -1.435 -1.292 -0.7151
O -9.482157 13.322656 -5.100816 -1.309 -0.127 -0.754 -0.2188
C -5.515199 11.420879 -2.362837 -0.121 -0.830 -2.261 0.5026
F -6.043586 11.631513 -1.181722 0.476 0.213 0.282 -0.1713
F -4.255076 11.870847 -2.514909 -0.262 0.707 0.918 -0.2358
F -5.393586 10.108640 -2.586490 -0.438 -0.367 0.318 -0.1945
S -6.515234 12.226853 -3.730815 -1.000 2.333 -1.362 1.2443
O -6.387012 13.625663 -3.409102 0.335 -0.803 0.311 -0.6571
O -5.949725 11.840306 -5.018094 0.253 -0.653 0.662 -0.8985
O -7.923260 11.782917 -3.665496 -0.124 -0.897 1.043 0.1641
C -10.927484 13.650952 -0.149567 0.722 0.035 -1.493 0.6357
F -11.646170 12.523845 -0.337232 0.232 -0.220 0.267 -0.1973
F -11.775772 14.659476 -0.233201 -0.280 0.377 0.402 -0.2493
F -10.377111 13.612318 1.063164 -0.311 -0.030 0.194 -0.2503
S -9.560004 13.870832 -1.476208 1.130 1.987 -1.795 1.1041
O -8.337412 13.632430 -0.743046 -0.628 -1.316 0.176 -0.7426
O -9.933718 12.923257 -2.554468 -0.180 -0.696 1.139 -0.7275
O -9.616565 15.228714 -1.984832 -0.898 -0.919 1.008 -0.7037
C -14.418503 13.187293 -2.801252 1.403 1.646 0.076 0.5349
F -14.838731 11.936428 -2.933259 -0.458 -0.083 0.005 -0.2228
F -15.409548 14.085792 -2.940862 -0.228 -0.747 -0.738 -0.2280
F -14.001703 13.392548 -1.546013 0.316 -0.685 -0.150 -0.1998
S -13.021377 13.567989 -4.069105 1.841 2.197 0.707 1.0410
O -12.393171 14.823953 -3.694196 -1.977 -1.091 -0.313 -0.5974
O -12.015721 12.507967 -3.858527 -0.469 -1.965 0.134 -1.1296
O -13.683536 13.463933 -5.352324 -0.174 -0.394 0.255 -0.7743
O -11.928272 9.843559 -3.599316 -0.033 -0.163 0.259 -0.3787
H -12.472723 9.940923 -2.809326 0.065 0.474 -0.096 0.2289
H -12.277810 9.055636 -4.068725 0.517 -0.141 -0.436 0.1538
O -11.400681 11.731570 -6.178622 -0.611 -0.050 0.124 -0.3957
H -11.273782 11.770265 -7.132792 0.424 -0.282 0.076 0.2023
H -12.305889 12.058052 -6.026150 0.149 0.237 0.128 0.1153
O -8.532072 11.070057 -6.017606 -0.351 -0.231 -0.767 -0.1831
H -7.620294 11.415669 -6.077667 -0.002 0.306 0.789 0.1656
H -8.671363 10.547914 -6.814554 -0.234 -0.193 0.249 0.1831
O -9.829201 10.366254 -2.013721 -0.930 0.023 0.419 -0.1483
H -9.193443 10.604411 -1.324965 0.292 0.383 -0.453 0.1627
H -10.451301 9.764940 -1.591533 0.106 -0.166 -0.201 0.1819
```
Positions in Å, forces in eV/Å.

Output
Energy above the lowest of the compared OMol25 structures with the same formula, charge and spin in eV: 0.566
HOMO-LUMO gap in eV: 8.17
E_LUMO in eV: 3.71
HOMO level in eV: -4.46
Charge: -2
Largest force on an atom in Eh/bohr: 0.07421

# 2
Entry from OMol25: a cluster of 8 separate species, C40H104N8O12 in total at a distorted geometry (the ωB97M-V functional and the def2-TZVPD basis).

Geometry as XYZ:
```
164
Properties=species:S:1:pos:R:3:forces:R:3:mulliken_charge:R:1
C -0.587633 16.616441 -12.586648 1.234 -0.471 0.045 -0.9560
O -0.057937 17.626621 -11.741318 -0.433 0.446 -1.155 0.1099
C -0.080114 17.427463 -10.373958 -0.336 0.778 0.803 -1.1368
C 0.281924 18.717333 -9.640447 1.732 -0.065 0.260 1.0287
C 1.679812 19.182945 -10.103916 -0.224 -0.188 0.496 -1.1403
N 0.286564 18.384976 -8.201947 -0.192 0.173 0.001 -0.6627
H -1.500766 16.125342 -12.233943 -0.109 0.477 0.071 0.3768
H 0.166361 15.815008 -12.722143 -0.219 0.119 0.184 0.3049
H -0.687978 17.068607 -13.573560 -0.422 0.025 0.146 0.2144
H -1.095540 17.226090 -10.013114 0.143 -0.878 -0.045 0.3416
H 0.708975 16.721630 -10.082526 -0.476 -0.552 0.154 0.3794
H -0.426111 19.526617 -9.825391 -0.237 -0.206 -0.012 -0.0177
H 1.950699 20.143160 -9.655439 -0.311 0.296 -0.560 0.4384
H 1.689863 19.137255 -11.192704 0.395 0.459 0.084 -0.1358
H 2.468939 18.541509 -9.690952 -0.264 -0.434 -0.290 0.3479
H 0.980912 17.660552 -8.029435 -0.122 -0.026 -0.122 0.2963
H 0.633325 19.184581 -7.679069 -0.094 -0.015 -0.060 0.2825
C -9.877260 21.333315 -17.560347 -0.588 0.652 -0.243 -0.7041
O -8.589122 20.803988 -17.727385 -0.528 -0.165 0.481 -0.3180
C -7.645180 21.758430 -18.174173 0.057 -1.527 -0.725 -0.1593
C -6.385760 20.952089 -18.498139 0.504 0.558 0.483 0.1769
C -5.771734 20.328802 -17.256992 0.008 0.470 0.339 -1.2957
N -5.357853 21.775434 -19.152576 -0.457 0.402 -0.691 -0.6052
H -10.214480 21.895231 -18.451273 0.305 0.010 0.130 0.3039
H -9.946890 22.012710 -16.696663 0.134 -0.074 -0.085 0.2089
H -10.639419 20.562358 -17.435377 0.463 -0.346 0.165 0.2691
H -8.004267 22.077628 -19.161369 -0.029 0.953 0.284 0.4560
H -7.453334 22.531990 -17.428825 -0.169 0.285 -0.166 -0.0370
H -6.731307 20.203214 -19.212421 0.301 -0.195 -0.005 0.3548
H -5.598919 21.122770 -16.515773 -0.122 -0.062 -0.012 0.1082
H -4.782718 19.921655 -17.460175 -0.133 -0.308 -0.182 0.4064
H -6.432368 19.604207 -16.786565 0.075 -0.114 -0.083 0.3608
H -5.002233 22.525308 -18.562723 -0.112 -0.297 0.336 0.2081
H -5.808892 22.282349 -19.918053 0.261 -0.208 -0.007 0.2954
C -12.180349 20.481058 -7.927437 -0.422 0.041 0.730 -0.6435
O -11.982207 20.266116 -9.284910 0.269 -1.193 -0.224 -0.3259
C -11.900431 21.436922 -10.019886 -0.880 0.749 -0.171 -0.7812
C -10.668344 22.261339 -9.787521 2.116 -0.084 -1.593 0.3929
C -10.610811 23.400534 -10.797583 -1.172 1.046 0.415 -1.6530
N -9.465784 21.440836 -10.126134 -0.302 0.057 0.177 -0.1253
H -11.484250 21.235032 -7.552435 -0.187 0.059 0.232 0.2370
H -12.036247 19.564466 -7.355679 0.271 -0.152 -0.308 0.2482
H -13.226264 20.757340 -7.736822 0.117 0.413 0.043 0.2882
H -11.902900 21.159879 -11.076752 0.089 -0.165 -0.014 0.3773
H -12.811828 22.039336 -9.883414 0.053 0.098 0.138 0.4131
H -10.477031 22.685970 -8.811479 -0.588 -0.052 0.468 0.2827
H -10.601249 23.046195 -11.826375 0.246 -0.171 0.021 0.2834
H -9.754524 24.037176 -10.588489 0.220 -0.170 -0.214 0.3402
H -11.489748 24.061894 -10.708318 0.078 -0.132 0.013 0.4706
H -8.851552 21.299987 -9.337478 0.000 -0.238 0.015 -0.0375
H -9.757119 20.550615 -10.510607 0.209 -0.118 0.255 0.2659
C 3.633041 15.805584 -14.603644 -0.571 0.504 -0.552 -0.7024
O 3.576009 17.172491 -14.951285 -0.198 0.185 -0.689 -0.3877
C 2.426240 17.831974 -14.439156 0.082 -0.921 1.097 -0.0832
C 2.490834 19.282000 -14.862808 0.040 -0.513 -0.684 0.3896
C 1.475637 20.106387 -14.124468 -0.495 0.583 0.216 -1.2108
N 2.260767 19.456312 -16.303899 0.085 -0.519 -0.181 -0.7708
H 3.734498 15.743930 -13.517688 -0.109 -0.517 0.022 0.2780
H 4.458611 15.335118 -15.129190 0.323 0.184 0.192 0.2795
H 2.729818 15.329124 -15.006711 -0.067 -0.272 0.555 0.2895
H 1.450096 17.386439 -14.724176 0.440 -0.096 -0.542 0.1187
H 2.442438 17.645078 -13.342294 -0.014 0.691 -0.143 0.0531
H 3.550405 19.531697 -14.775239 -0.150 0.614 0.709 0.3430
H 1.659462 20.216366 -13.056672 0.204 0.080 -0.070 0.2927
H 0.468582 19.675574 -14.203389 0.191 -0.312 -0.072 0.1417
H 1.367759 21.082720 -14.601168 0.293 0.093 0.201 0.4635
H 2.851211 18.767308 -16.769871 -0.148 0.227 -0.160 0.3012
H 1.299770 19.221977 -16.546876 0.068 0.014 0.080 0.2468
C -2.963123 24.157166 -2.630100 0.259 0.754 -0.779 -0.8619
O -4.219849 23.940953 -3.231530 0.002 -0.146 0.281 -0.1758
C -5.293662 23.849192 -2.318444 -1.230 -0.153 -0.012 -0.9189
C -6.447302 23.124417 -3.039389 1.061 0.688 0.730 -0.1919
N -7.171974 24.090559 -3.871206 0.560 -0.630 -0.894 -0.4662
C -7.786448 23.410203 -5.028083 0.264 -0.833 -0.234 -1.0535
C -6.812184 23.218776 -6.190598 -0.904 -0.179 0.137 0.3826
O -6.776451 24.416866 -6.931627 -0.357 -0.186 -0.192 -0.4489
C -5.687293 24.446785 -7.814631 1.479 -0.268 1.161 -0.3685
H -2.475586 23.227882 -2.328999 -0.177 -0.021 0.334 0.3196
H -3.016038 24.905942 -1.834358 -0.049 -0.304 0.272 0.4145
H -2.339652 24.619579 -3.403306 0.036 -0.182 0.047 0.1539
H -5.659800 24.846991 -2.036658 0.284 0.003 0.117 0.3662
H -5.075139 23.286105 -1.403147 0.484 0.043 -0.141 0.4836
H -7.101541 22.694720 -2.279973 -0.144 -0.165 -0.220 0.4496
H -5.871841 22.347112 -3.569042 -0.708 -0.223 -0.263 0.1060
H -6.407925 24.608199 -4.315313 -0.389 0.465 0.263 0.3339
H -8.669501 23.906015 -5.422345 -0.022 0.451 0.141 0.3678
H -8.132314 22.401780 -4.763714 0.072 0.195 0.370 0.3916
H -7.191551 22.394629 -6.809112 0.163 -0.003 -0.247 0.1816
H -5.819527 22.918569 -5.826621 0.057 0.249 0.026 -0.0994
H -5.714434 25.356295 -8.399971 -0.148 -0.032 -0.237 0.3785
H -5.514185 23.536030 -8.401192 -0.723 0.092 -0.354 0.1037
H -4.789398 24.449426 -7.167649 0.126 0.365 -0.370 0.1102
C -6.187520 24.676308 -15.859160 -0.453 -0.684 0.769 -0.5596
O -6.232595 24.269818 -14.484517 0.151 0.459 -0.757 -0.4322
C -7.463284 23.703765 -14.096430 -0.652 1.120 -0.189 -0.0906
C -7.217974 22.754309 -12.977686 0.168 -0.064 1.060 -0.3479
N -6.105226 21.848086 -13.188074 0.287 -0.589 0.137 -0.2282
C -5.727474 21.160667 -11.937156 -0.232 -0.154 -0.934 -0.7006
C -4.678282 20.133156 -12.283164 1.086 1.436 0.603 -0.5591
O -3.486915 20.886390 -12.604749 -0.823 0.411 -0.376 -0.4207
C -2.370049 20.076153 -12.629253 0.709 -0.618 0.041 -0.5533
H -7.189843 24.989949 -16.172454 0.158 0.096 -0.179 0.3414
H -5.877145 23.801413 -16.442788 0.041 0.321 -0.241 0.0913
H -5.493282 25.503219 -15.975457 0.113 -0.069 0.052 0.3118
H -8.083866 23.310542 -14.916561 0.820 -0.608 -0.247 -0.0481
H -8.144712 24.504115 -13.746604 0.285 -0.013 0.278 0.2925
H -8.166394 22.235834 -12.813723 0.228 -0.344 0.228 0.1930
H -6.988136 23.302229 -12.046629 -0.461 0.329 -0.122 0.1706
H -5.259849 22.386525 -13.367117 -0.415 0.216 -0.623 0.2824
H -6.590089 20.645070 -11.514122 -0.057 0.248 0.231 0.3842
H -5.277781 21.896355 -11.256235 -0.310 -0.266 0.436 0.3938
H -5.009206 19.580246 -13.165826 0.161 -0.512 0.317 0.3030
H -4.362771 19.595578 -11.378340 -0.666 -0.718 -0.288 0.3352
H -2.119424 19.702148 -11.625242 -0.090 -0.139 -0.020 0.0295
H -1.497867 20.627074 -12.976179 -0.104 0.221 -0.100 0.2848
H -2.516689 19.216015 -13.295194 0.090 -0.079 0.022 0.3872
C -6.150309 30.196427 -17.924791 0.104 -0.731 1.949 -0.7380
O -6.824323 28.975324 -18.203169 -0.138 0.448 -0.581 -0.4364
C -6.060043 27.817072 -18.000334 -0.710 -0.676 0.773 -0.4443
C -5.317066 27.400206 -19.239326 0.987 -0.038 -0.029 -0.5017
N -4.579142 26.146304 -18.990763 -0.093 0.954 0.417 -0.0609
C -3.798541 25.745699 -20.134178 -0.371 0.080 -1.984 -0.8465
C -2.894404 24.538300 -19.855768 -0.312 0.458 -0.216 -0.3411
O -1.552107 24.742302 -20.225912 0.593 -0.136 0.322 -0.4477
C -0.857302 25.788241 -19.556295 -0.735 -0.043 -0.503 -0.7023
H -6.342242 30.995576 -18.628193 -0.010 -0.198 -0.407 0.2722
H -5.086616 30.006682 -17.738818 0.082 0.230 -0.651 0.3329
H -6.496705 30.505849 -16.923536 -0.102 0.342 -0.316 0.2772
H -6.739785 26.999125 -17.731261 -0.244 0.188 -0.276 0.0795
H -5.462165 27.887473 -17.074124 0.433 0.284 -0.441 0.4085
H -4.587917 28.180770 -19.522844 -0.282 0.084 -0.132 0.3716
H -6.026249 27.290346 -20.060185 -0.003 -0.136 0.017 0.2909
H -3.930605 26.416407 -18.247865 0.002 -0.467 -0.036 0.2274
H -3.273573 26.555643 -20.685542 0.587 0.103 0.989 0.4880
H -4.473597 25.549215 -20.986945 -0.354 -0.636 0.605 0.4430
H -3.199096 23.685704 -20.459273 -0.102 -0.069 0.129 0.1767
H -3.049340 24.277391 -18.795907 0.458 -0.042 -0.029 0.3596
H -1.004184 25.739784 -18.471353 0.035 0.044 -0.036 0.2876
H -1.210050 26.746086 -19.962135 0.115 0.075 0.397 0.2687
H 0.196807 25.697910 -19.800609 0.038 -0.161 0.054 0.2548
C -6.777264 18.689459 -8.380450 0.696 -0.667 -0.616 -0.9881
O -6.250632 19.967374 -8.609089 -0.187 0.886 0.644 0.3402
C -4.867365 20.068174 -8.334588 0.409 -0.205 -1.114 -0.6431
C -4.451919 20.206782 -6.865830 -0.129 -1.266 -0.387 -0.0388
N -3.045890 19.926889 -6.645389 0.396 0.828 0.418 -0.3358
C -2.017758 20.762835 -7.244596 0.074 -0.515 -0.628 -0.0132
C -1.787354 22.141364 -6.674882 0.703 1.375 0.586 -0.5833
O -2.276054 23.185471 -7.515630 -0.597 -1.424 -0.569 -0.1041
C -1.783947 24.428034 -7.192174 0.595 0.765 0.444 -0.8417
H -7.856559 18.788004 -8.381855 -0.104 -0.227 0.237 0.1977
H -6.366095 18.188426 -7.496398 -0.433 0.379 0.370 0.3134
H -6.458679 18.007964 -9.189481 -0.294 0.163 -0.148 0.3177
H -4.473238 20.894638 -8.936062 -0.238 0.147 0.156 0.2729
H -4.423624 19.171047 -8.803132 0.381 0.001 0.482 0.2250
H -4.976847 19.407176 -6.326430 -0.136 0.402 0.178 0.4727
H -4.751552 21.170869 -6.451504 0.153 -0.033 -0.054 -0.4437
H -2.776318 18.962012 -6.743841 -0.349 -0.123 -0.093 0.3463
H -2.094247 20.872468 -8.342778 -0.303 0.213 0.131 -0.0184
H -1.096743 20.181488 -7.154360 -0.132 0.172 0.309 -0.0113
H -0.697856 22.304965 -6.572111 -0.084 -0.138 -0.187 0.4652
H -2.158136 22.354845 -5.660114 -0.317 -0.686 -0.057 0.2465
H -2.107581 25.130045 -7.955042 -0.081 0.078 -0.011 0.2729
H -0.683977 24.431304 -7.159609 0.011 -0.015 -0.104 0.3545
H -2.115832 24.782121 -6.205557 -0.174 -0.032 -0.016 0.1822
```
Positions in Å, forces in eV/Å.

Output
Energy above the lowest of the compared OMol25 structures with the same formula, charge and spin in eV: 0.181
HOMO-LUMO gap in eV: 9.03
E_LUMO in eV: 0.58
HOMO level in eV: -8.44
Charge: 0
Largest force on an atom in Eh/bohr: 0.05154
SMILES string: COC[C@H](C)N.COC[C@H](C)N.COC[C@H](C)N.COC[C@H](C)N.COCCNCCOC.COCCNCCOC.COCCNCCOC.COCCNCCOC